# C19H25N5S3Se2Te3V

A structure of composition C19H25N5S3Se2Te3V in a non-equilibrium geometry (ωB97M-V/def2-TZVPD, the Open Molecules 2025 dataset).

Geometry (Å):
V 0.219 0.795 -0.110
C 5.777 0.038 -0.208
S 4.813 -0.031 -1.736
C 3.152 0.065 -1.092
S 2.694 1.515 -0.216
N 2.413 -0.947 -1.399
N 1.107 -0.836 -1.069
C 0.316 -1.874 -1.321
C -1.077 -1.706 -1.146
C -2.010 -2.702 -1.497
C -3.352 -2.437 -1.377
C -3.771 -1.185 -0.913
C -2.803 -0.255 -0.573
N -1.501 -0.501 -0.676
H 6.825 -0.080 -0.490
H 5.646 0.994 0.297
H 5.492 -0.766 0.467
H 0.742 -2.802 -1.687
H -1.649 -3.662 -1.842
H -4.080 -3.196 -1.639
H -4.816 -0.934 -0.803
H -3.078 0.721 -0.188
Se -0.902 1.586 2.120
Te -3.214 2.682 2.050
Te -2.960 3.577 -1.036
Se -0.576 2.785 -1.149
C -3.811 0.154 5.206
C -2.440 -0.494 5.092
N -2.207 -1.102 3.792
C -1.824 -2.359 3.562
S -0.960 -2.788 2.205
N -2.152 -3.313 4.526
C -3.546 -3.456 4.935
C -3.687 -4.658 5.855
H -3.933 0.614 6.190
H -4.614 -0.572 5.058
H -3.920 0.932 4.448
H -2.284 -1.251 5.860
H -1.668 0.269 5.227
H -1.952 -0.447 3.046
H -1.761 -4.193 4.216
H -4.197 -3.574 4.059
H -3.874 -2.558 5.454
H -3.477 -5.587 5.321
H -4.700 -4.723 6.255
H -2.988 -4.581 6.689
Te 1.752 -0.031 2.218
C 3.780 -0.703 2.672
C 4.030 -2.043 2.941
C 5.269 -2.444 3.428
C 6.268 -1.507 3.660
C 6.013 -0.164 3.409
C 4.775 0.235 2.924
H 3.256 -2.779 2.764
H 5.451 -3.495 3.626
H 7.237 -1.820 4.031
H 6.779 0.579 3.601
H 4.577 1.283 2.734

## Properties
* energy above the lowest of the compared OMol25 structures with the same formula, charge and spin: 124.1 kJ/mol
* energy: -238327.446 eV
* frontier orbital gap (alpha / beta): 4.66 / 4.12 eV
* total charge: -2
* 2S+1: 4

***

# C17H15Cl2N3S2

The molecule C17H15Cl2N3S2 in a non-equilibrium geometry (ωB97M-V/def2-TZVPD, the Open Molecules 2025 dataset).

Geometry (Å):
C -1.699 4.585 -1.583
H -1.635 5.549 -2.076
H -2.135 4.681 -0.594
H -2.271 3.880 -2.177
S -0.001 3.972 -1.420
C -0.362 2.462 -0.653
N -1.551 2.002 -0.374
N -1.389 0.811 0.224
C -0.113 0.561 0.326
N 0.607 1.591 -0.229
C 2.004 1.726 -0.353
C 2.797 1.760 0.787
C 4.168 1.884 0.658
C 4.743 1.979 -0.598
C 3.947 1.952 -1.731
C 2.575 1.824 -1.614
H 1.945 1.797 -2.490
H 4.393 2.028 -2.710
H 5.814 2.076 -0.694
H 4.786 1.911 1.542
H 2.338 1.705 1.764
C 0.472 -0.692 0.828
H 1.473 -0.546 1.228
H -0.180 -1.156 1.566
S 0.685 -1.876 -0.562
C -1.077 -2.160 -0.989
C -1.786 -2.867 0.113
C -2.566 -2.145 1.012
C -3.205 -2.766 2.070
C -3.063 -4.135 2.236
C -2.291 -4.881 1.361
C -1.656 -4.241 0.309
Cl -0.691 -5.187 -0.766
H -2.184 -5.946 1.494
Cl -3.853 -4.929 3.549
H -3.807 -2.195 2.757
H -2.664 -1.077 0.872
H -1.526 -1.187 -1.182
H -1.041 -2.752 -1.901

## Properties
* energy: -69058.600 eV
* structure (SMILES): CSc1nnc(CSCc2ccc(Cl)cc2Cl)n1-c1ccccc1
* frontier orbital gap: 9.03 eV

***

# C4H7NS

The molecule C4H7NS in a non-equilibrium geometry (ωB97M-V/def2-TZVPD, the Open Molecules 2025 dataset).

Geometry (Å):
C 0.060 0.191 0.262
C 1.480 -0.048 0.054
C 1.930 -1.474 0.089
C -1.628 1.796 0.236
N -0.319 1.353 -0.020
S 2.414 1.323 -0.031
H -0.634 -0.505 0.863
H 1.280 -2.139 -0.376
H 2.922 -1.715 -0.075
H 1.913 -1.809 1.064
H -2.257 1.000 0.430
H -1.555 2.403 1.191
H -2.153 2.323 -0.435

## Properties
* energy above the lowest of the compared OMol25 structures with the same formula, charge and spin: 254.8 kJ/mol
* energy: -16584.290 eV
* structure (SMILES): C/N=C/C(C)=S
* frontier orbital gap: 7.61 eV

***

# C18H29BaN8O2S

A structure of composition C18H29BaN8O2S in a non-equilibrium geometry (ωB97M-V/def2-TZVPD, the Open Molecules 2025 dataset).

Geometry (Å):
Ba -0.564 0.795 1.331
N -0.716 1.716 6.121
C -0.176 0.872 5.193
O 0.586 1.304 4.337
C -0.537 -0.587 5.374
C -0.094 -1.504 4.244
H -0.651 2.701 5.922
H -1.518 1.409 6.643
H -1.625 -0.647 5.491
H -0.101 -0.899 6.327
H -0.084 -2.550 4.578
H 0.918 -1.224 3.926
N 2.882 0.560 -0.686
C 2.456 1.493 -1.596
C 2.260 2.639 -0.883
N 2.539 2.422 0.448
C 2.899 1.163 0.522
C 3.272 0.449 1.739
N 3.776 -0.760 1.775
C 3.966 -1.028 3.111
C 3.564 0.035 3.868
N 3.138 0.979 2.973
H 2.951 -0.437 -0.842
H 2.334 1.260 -2.639
H 1.918 3.597 -1.238
H 4.366 -1.972 3.444
H 3.533 0.199 4.931
H 2.656 1.836 3.189
C 1.965 -1.912 -4.720
N 0.638 -2.127 -4.183
C -0.498 -1.559 -4.912
C -1.629 -1.714 -3.908
N -0.872 -1.654 -2.671
C 0.399 -2.027 -2.838
S 1.466 -2.311 -1.590
H 2.096 -2.487 -5.637
H 2.695 -2.243 -3.988
H 2.129 -0.852 -4.940
H -0.682 -2.091 -5.842
H -0.308 -0.504 -5.139
H -2.126 -2.681 -4.020
H -2.371 -0.922 -3.966
H -1.308 -1.766 -1.769
O -1.734 -2.342 2.774
C -1.091 -1.327 3.037
C -3.359 -0.144 -1.213
C -2.878 1.339 -1.224
C -4.099 2.176 -1.706
C -1.804 1.459 -2.351
N -2.390 1.753 0.043
H -3.717 -0.501 -2.199
H -4.163 -0.252 -0.483
H -2.534 -0.786 -0.877
H -4.522 1.828 -2.669
H -3.787 3.218 -1.816
H -4.876 2.126 -0.939
H -2.178 1.149 -3.349
H -0.935 0.835 -2.103
H -1.473 2.499 -2.405

## Properties
* energy above the lowest of the compared OMol25 structures with the same formula, charge and spin: 79.7 kJ/mol
* energy: -46680.351 eV
* frontier orbital gap: 3.79 eV
* total charge: -1

***

- Which value of energy does entry 3 give?
  -16584.290 eV

***

- Among the records above, which one has the lowest energy?
  C19H25N5S3Se2Te3V